No. 1
The following is a DFT calculation (ωB97M-V/def2-TZVPD) of a structure of composition C32H24Br2F5N3O3SSiV at a distorted geometry.

```
72
Properties=species:S:1:pos:R:3
V 0.0890 -0.4490 0.6594
Br 7.4894 3.7235 -5.4983
C 6.3596 4.3497 -4.0911
C 6.8379 5.2888 -3.1899
C 6.0083 5.7586 -2.1829
C 4.6821 5.3015 -2.0281
C 4.2415 4.3200 -2.9531
C 5.0651 3.8662 -3.9736
N 3.8851 5.9559 -1.1048
N 2.7477 5.4015 -0.6742
C 2.6543 4.0365 -0.4770
C 3.6922 3.1133 -0.3597
C 3.4726 1.7595 0.0087
C 2.2160 1.2685 0.2052
O 1.8970 -0.0036 0.5651
C 1.1335 2.1637 0.0328
N -0.1103 1.6021 0.1777
C -1.1704 2.3784 0.1120
C -1.0735 3.7609 -0.0912
C 0.1641 4.3274 -0.2749
C 1.3188 3.5313 -0.2383
H 7.8558 5.6494 -3.2726
H 6.3708 6.5000 -1.4779
H 3.2330 3.9382 -2.8713
H 4.6976 3.1321 -4.6790
H 4.7053 3.4564 -0.5069
H 4.3146 1.0929 0.1545
H -2.1300 1.8836 0.2145
H -1.9743 4.3605 -0.1086
H 0.2829 5.3903 -0.4461
Br -1.2953 -5.5706 -4.9171
C -1.6651 -4.1976 -3.6625
C -2.9775 -3.9339 -3.3227
C -3.2365 -2.9299 -2.3933
C -2.2036 -2.2182 -1.8146
C -0.8998 -2.4977 -2.1734
C -0.6163 -3.4920 -3.1076
C -2.5650 -1.2255 -0.7114
O -3.7142 -0.8825 -0.5527
O -1.5649 -0.8525 0.0332
H -3.7823 -4.5059 -3.7639
H -4.2508 -2.6980 -2.0914
H -0.0758 -1.9662 -1.7206
H 0.4054 -3.7173 -3.3783
C -2.5493 -1.9986 3.2054
Si -1.8644 -0.2824 3.4373
C -3.0914 0.9627 2.7798
C -1.7910 -0.0061 5.2995
C -0.2147 -0.0741 2.7099
H -3.2390 -2.2659 4.0140
H -1.7324 -2.7272 3.1854
H -3.0832 -2.0824 2.2516
H -3.9600 1.0480 3.4435
H -3.4461 0.6543 1.7892
H -2.6302 1.9532 2.6913
H -2.7729 -0.1648 5.7692
H -1.4641 1.0154 5.5329
H -1.0780 -0.7007 5.7612
H 0.4773 -0.7690 3.2013
H 0.1360 0.9493 2.9064
F -0.6523 -8.0908 -0.6806
C -0.2253 -6.8756 -0.2889
C 1.1108 -6.6374 -0.0745
F 1.9980 -7.6336 -0.2646
C 1.5405 -5.3858 0.3265
F 2.8654 -5.2419 0.4909
C 0.6862 -4.3067 0.5473
S 1.3430 -2.7412 1.0227
C -0.6616 -4.6057 0.3361
F -1.6112 -3.6783 0.5421
C -1.1132 -5.8453 -0.0813
F -2.4272 -6.0598 -0.2711
```

## Properties
Expectation value of S² ... 3.809
Highest occupied orbital energy (alpha / beta) ... -1.12 / -2.08 eV
Electronic energy ... -8903.00694 a.u.
Energy above the lowest of the compared OMol25 structures with the same formula, charge and spin ... 0.5643 eV
LUMO (alpha / beta) ... 3.611 / 3.611 eV
Total charge ... -2
2S+1 ... 4
Frontier orbital gap (alpha / beta) ... 4.73 / 5.69 eV

These are the Mulliken partial charges, in e, on atoms 1 to 6: V 0.5295; Br -0.2792; C 0.1560; C -0.4391; C -0.2892; C 0.1014

---

No. 2
The following is a DFT calculation (ωB97M-V/def2-TZVPD) of a structure of composition C32H24Br2N6ORe at a distorted geometry.

```
66
Properties=species:S:1:pos:R:3
Re -0.9070 -0.0352 -0.1012
Br -4.3584 3.4262 -1.6486
C -4.6142 1.5880 -1.2628
C -5.9131 1.0374 -1.3305
C -6.1295 -0.2463 -0.9593
Br -7.8793 -0.8726 -0.9975
C -5.0733 -1.0785 -0.5115
C -5.1795 -2.3835 -0.0911
C -4.0687 -3.0978 0.3673
C -2.8536 -2.4976 0.3789
N -2.6947 -1.2387 -0.0451
C -3.7795 -0.5054 -0.4904
C -3.5362 0.8186 -0.8925
O -2.2496 1.1919 -0.8563
H -6.7152 1.7313 -1.6119
H -6.1503 -2.8950 -0.0907
H -4.1810 -4.1054 0.7314
H -1.9569 -2.9837 0.7480
C 0.4480 -1.1956 2.4445
N 0.3466 -1.3394 0.9854
C 0.9402 -2.3155 0.2937
C 0.6425 -2.3427 -1.0752
C 0.9951 -3.1661 -2.1517
C 0.3360 -2.6759 -3.2665
C -0.4297 -1.5623 -2.8774
N -0.2323 -1.3413 -1.5450
C -0.0049 0.2214 2.6950
C 0.8316 1.2105 3.1671
C 0.4406 2.5575 3.0847
C -0.7635 2.9122 2.5096
C -1.6426 1.9456 2.0616
C -1.2945 0.5967 2.1932
H 1.4771 -1.3422 2.7655
H -0.1668 -1.9426 2.9485
H 1.6083 -3.0799 0.7154
H 1.6251 -4.0403 -2.1299
H 0.3622 -3.0752 -4.2561
H -1.0793 -0.9385 -3.4776
H 1.8314 0.9368 3.5077
H 1.0570 3.3162 3.5013
H -1.0527 3.9396 2.4637
H -2.6290 2.2079 1.6870
H -2.0975 -0.1666 2.1893
C 1.2660 3.1351 -2.1291
C 0.3306 2.2165 -1.6966
N 0.5995 1.3578 -0.6680
C 1.8057 1.4485 -0.0503
C 2.7350 2.3971 -0.4017
C 2.4671 3.2379 -1.4738
C 3.9865 2.5740 0.3801
C 4.9418 1.6581 0.6265
C 4.8748 0.1958 0.3536
C 4.6619 -0.3527 -0.9186
C 4.5614 -1.7524 -0.9498
N 4.7020 -2.5001 0.1416
C 4.9978 -1.8545 1.2684
N 5.0796 -0.5565 1.4485
H 1.0146 3.7203 -2.9827
H -0.6578 2.1192 -2.1237
H 2.0008 0.7561 0.7588
H 3.1988 3.9627 -1.7455
H 4.1561 3.5894 0.7182
H 5.7894 1.9472 1.2251
H 4.6456 0.2539 -1.8022
H 4.3549 -2.2498 -1.8872
H 5.1788 -2.4776 2.1383
```

## Properties
Expectation value of S² ... 3.797
Highest occupied orbital energy (alpha / beta) ... -13.51 / -13.80 eV
Electronic energy ... -6863.41576 a.u.
Energy above the lowest of the compared OMol25 structures with the same formula, charge and spin ... 0.0000 eV
LUMO (alpha / beta) ... -6.458 / -7.551 eV
Total charge ... +2
2S+1 ... 4
Frontier orbital gap (alpha / beta) ... 7.06 / 6.24 eV

These are the Mulliken partial charges, in e, on atoms 1 to 6: Re 1.0844; Br -0.1033; C -0.1352; C -0.3955; C -0.0202; Br -0.1438

---

No. 3
The following is a DFT calculation (ωB97M-V/def2-TZVPD) of a structure of composition C32H24BrN3O7PPdS2 at a distorted geometry.

```
71
Properties=species:S:1:pos:R:3
Pd 0.3912 -0.1061 -0.1409
S 2.4007 -0.3506 0.9571
P 3.4316 0.0176 -0.7735
S 1.7872 0.2971 -1.9432
C 4.4565 1.4707 -0.7075
C 3.9218 2.7221 -1.0129
C 4.7231 3.8469 -0.9236
C 6.0490 3.7232 -0.5292
C 6.5835 2.4773 -0.2258
C 5.7923 1.3456 -0.3192
C 4.4209 -1.3898 -1.2547
C 4.8482 -2.3285 -0.3203
C 5.6357 -3.3932 -0.7332
C 5.9841 -3.5196 -2.0696
C 5.5555 -2.5825 -3.0030
C 4.7761 -1.5133 -2.5987
H 2.8887 2.8119 -1.3227
H 4.3146 4.8196 -1.1625
H 6.6733 4.6044 -0.4641
H 7.6182 2.3880 0.0751
H 6.2147 0.3732 -0.0964
H 4.5542 -2.2479 0.7192
H 5.9658 -4.1294 -0.0133
H 6.5885 -4.3577 -2.3897
H 5.8287 -2.6874 -4.0441
H 4.4439 -0.7834 -3.3290
Br -4.0190 6.1868 0.2180
C -2.2653 5.5259 0.0455
C -1.1945 6.4128 0.0423
N 0.0703 6.0210 -0.0700
C 0.2972 4.7179 -0.1751
C -0.7129 3.7664 -0.1930
C -2.0368 4.1695 -0.0814
C -0.3619 2.3382 -0.3472
O 0.3874 1.7744 0.5541
O -0.7159 1.6498 -1.3125
H -1.3721 7.4774 0.1362
H 1.3357 4.4112 -0.2470
H -2.8427 3.4480 -0.0899
O -2.8480 1.2137 1.2066
C -2.0225 0.4025 1.5349
O -1.4311 -0.3932 0.5952
C -1.6823 0.0560 2.9481
C -2.7367 -0.2376 3.8010
C -2.5207 -0.6050 5.1329
C -1.2182 -0.6429 5.5585
O -0.7428 -0.9477 6.7971
C 0.6770 -0.7996 6.7348
O 1.0180 -0.4195 5.3948
C -0.1616 -0.3327 4.7144
C -0.3540 0.0118 3.4042
H -3.7477 -0.1702 3.4226
H -3.3397 -0.8391 5.7976
H 1.1502 -1.7537 6.9678
H 0.9899 -0.0131 7.4220
H 0.4802 0.3057 2.7846
N 1.4934 -4.4739 -3.7584
C 1.6140 -4.9912 -2.5099
O 2.2608 -5.9801 -2.2447
C 0.9073 -4.2386 -1.4129
C 0.2973 -4.9470 -0.3850
C -0.2948 -4.2396 0.6444
C -0.2393 -2.8581 0.6400
N 0.3758 -2.1835 -0.3393
C 0.9268 -2.8604 -1.3540
H 1.9078 -4.9941 -4.5150
H 0.7850 -3.7965 -3.9789
H 0.3039 -6.0288 -0.4061
H -0.7915 -4.7383 1.4642
H -0.6775 -2.2705 1.4359
H 1.4276 -2.2775 -2.1153
```

## Properties
Highest occupied orbital energy ... -10.35 eV
Electronic energy ... -5764.21538 a.u.
Energy above the lowest of the compared OMol25 structures with the same formula, charge and spin ... 0.0000 eV
LUMO ... -5.790 eV
Total charge ... +1
2S+1 ... 1
Frontier orbital gap ... 4.56 eV

These are the Mulliken partial charges, in e, on atoms 1 to 6: Pd 0.9365; S -0.4680; P 1.5634; S -0.2666; C 0.7159; C -0.2933